# 1
Entry from the Open Molecules 2025 dataset: 9 unconnected molecules or ions with the total composition C21H54O10 (ωB97M-V/def2-TZVPD).

XYZ file:
```
85
C21H54O10, DFT ωB97M-V/def2-TZVPD
C 3.86 -2.14 -0.91
C 3.34 -0.74 -0.87
C 1.97 -0.81 -0.15
O 1.88 -2.15 0.28
C 3.16 -2.71 0.28
H 4.93 -2.22 -0.72
H 3.70 -2.60 -1.89
H 3.48 -0.24 -1.83
H 4.13 -0.29 -0.28
H 1.10 -0.55 -0.75
H 1.99 -0.09 0.67
H 3.10 -3.79 0.17
H 3.62 -2.53 1.24
C 1.07 -0.99 7.51
C 0.08 -0.34 8.63
C 0.45 1.12 8.60
O 1.48 1.25 7.65
C 2.17 0.02 7.47
H 0.71 -1.01 6.48
H 1.40 -2.01 7.68
H 0.21 -0.77 9.62
H -0.96 -0.58 8.43
H 0.83 1.51 9.55
H -0.41 1.69 8.28
H 2.90 -0.16 8.27
H 2.74 0.01 6.54
C 7.12 -4.17 5.97
C 7.75 -2.75 6.11
C 8.74 -2.92 7.26
O 7.95 -3.70 8.12
C 7.18 -4.65 7.37
H 7.68 -4.84 5.32
H 6.09 -3.97 5.65
H 6.92 -2.09 6.36
H 8.17 -2.32 5.21
H 9.00 -1.99 7.76
H 9.72 -3.32 6.99
H 6.16 -4.60 7.74
H 7.64 -5.63 7.44
C -1.65 5.02 3.85
O -1.88 4.17 2.77
C -1.90 2.82 3.03
C -0.80 2.30 4.04
O 0.52 2.53 3.44
C 1.62 2.04 4.18
H -0.61 4.94 4.16
H -2.27 4.86 4.73
H -1.80 6.05 3.51
H -1.68 2.38 2.06
H -2.85 2.47 3.43
H -0.85 1.22 4.18
H -1.01 2.66 5.05
H 2.58 1.97 3.66
H 1.34 1.01 4.39
H 1.81 2.61 5.09
C 6.86 -0.86 2.00
O 8.11 -1.23 2.53
H 6.44 0.01 2.51
H 6.99 -0.61 0.95
H 6.24 -1.75 2.14
H 8.19 -2.16 2.78
C 5.61 -4.73 2.57
O 4.99 -5.30 1.43
H 5.39 -5.26 3.50
H 6.67 -4.97 2.52
H 5.35 -3.67 2.57
H 4.06 -5.27 1.63
C 2.97 -6.92 3.74
O 2.53 -5.91 2.80
H 3.80 -7.32 3.16
H 3.44 -6.47 4.61
H 2.21 -7.60 4.13
H 2.04 -6.32 2.09
C 6.09 1.30 5.89
O 5.39 1.58 7.14
H 5.43 1.03 5.07
H 6.69 2.15 5.58
H 6.60 0.34 5.88
H 5.07 2.48 7.10
C 3.70 -2.08 4.49
O 3.45 -3.45 4.79
H 2.77 -1.54 4.35
H 4.28 -1.61 5.28
H 4.25 -1.98 3.55
H 2.86 -3.95 4.21
```

Structure (SMILES): C1CCOC1.C1CCOC1.C1CCOC1.COCCOC.CO.CO.CO.CO.CO
2S+1: 1
E_tot, hartree: -1584.650838
LUMO, hartree: 0.01621
Total charge: 0
HOMO energy, eV: -9.6

---

# 2
Entry from the Open Molecules 2025 dataset: 11 unconnected molecules or ions with the total composition C21H56F16N9O15P2S4 (ωB97M-V/def2-TZVPD).

XYZ file:
```
123
C21H56F16N9O15P2S4, DFT ωB97M-V/def2-TZVPD
C 2.79 3.14 0.02
C 2.64 3.09 1.48
O 3.30 2.42 2.23
N 1.61 4.09 2.02
H 1.80 4.97 1.56
H 0.68 3.77 1.83
C 1.84 4.33 3.55
H 3.27 4.07 -0.29
H 1.82 3.06 -0.47
H 3.41 2.30 -0.29
H 2.33 5.30 3.62
H 2.31 3.55 4.15
H 0.79 4.47 3.80
C -4.35 2.75 -0.56
C -4.92 1.65 0.38
O -4.71 1.59 1.57
N -5.97 0.80 -0.22
H -5.79 0.86 -1.22
H -5.87 -0.16 0.06
C -7.37 1.33 0.04
H -4.03 3.56 0.10
H -5.09 3.17 -1.23
H -3.39 2.40 -0.94
H -7.82 0.62 -0.66
H -7.45 2.38 -0.26
H -7.70 1.12 1.06
C 1.90 -2.83 -3.07
C 1.35 -3.43 -1.75
O 1.94 -3.55 -0.73
N -0.14 -3.54 -1.74
H -0.51 -2.76 -1.22
H -0.48 -3.25 -2.65
C -0.69 -4.90 -1.33
H 2.93 -2.51 -2.92
H 1.20 -2.02 -3.27
H 1.93 -3.65 -3.79
H -0.26 -5.72 -1.91
H -1.75 -5.03 -1.56
H -0.59 -4.90 -0.25
C 4.81 -0.40 -1.83
C 5.91 0.44 -1.28
O 5.77 1.64 -1.19
N 7.07 -0.16 -0.52
H 6.87 -0.59 0.37
H 7.43 -0.95 -1.02
C 8.14 0.88 -0.24
H 4.58 0.13 -2.76
H 3.87 -0.52 -1.30
H 5.18 -1.41 -1.99
H 8.97 0.53 0.37
H 7.57 1.72 0.15
H 8.53 1.04 -1.24
C 3.24 -2.51 5.90
C 3.20 -2.55 4.38
O 3.01 -3.66 3.81
N 3.34 -1.27 3.54
H 3.02 -0.61 4.23
H 4.25 -0.95 3.22
C 2.55 -1.21 2.31
H 2.41 -2.02 6.41
H 4.17 -2.03 6.18
H 3.39 -3.53 6.25
H 1.75 -1.93 2.46
H 3.14 -1.60 1.48
H 2.23 -0.19 2.08
C 0.37 1.51 -8.07
C 0.47 0.95 -6.70
O 1.32 0.04 -6.48
N -0.44 1.56 -5.66
H -0.18 2.53 -5.53
H -1.35 1.37 -6.06
C -0.47 0.78 -4.31
H 0.11 0.76 -8.81
H 1.28 2.02 -8.37
H -0.41 2.26 -8.00
H -1.27 1.28 -3.77
H 0.54 0.91 -3.91
H -0.62 -0.26 -4.58
C -2.74 -1.66 6.00
C -2.98 -0.41 5.15
O -3.58 0.56 5.55
N -2.70 -0.57 3.60
H -1.98 -1.27 3.59
H -3.49 -1.06 3.21
C -2.06 0.71 2.97
H -2.98 -2.63 5.56
H -3.23 -1.57 6.96
H -1.67 -1.55 6.15
H -2.76 1.54 3.01
H -1.77 0.51 1.94
H -1.16 1.10 3.44
P -0.14 -0.03 -0.52
F -0.43 -0.76 -1.99
F -1.85 0.20 -0.54
F -0.34 -1.50 0.07
F 0.17 0.66 0.94
F 1.41 -0.24 -0.79
F 0.11 1.37 -1.25
P -0.95 -3.88 3.04
F -0.56 -2.34 3.49
F -1.95 -4.13 4.38
F -2.18 -3.21 2.20
F -1.15 -5.44 2.54
F -0.11 -3.56 1.66
F 0.37 -4.30 3.83
N 0.20 3.99 -4.58
S 0.95 3.95 -3.28
O 1.25 5.30 -2.72
O 1.71 2.73 -3.01
F -0.34 3.55 -2.36
S 1.56 4.61 -5.38
O 2.81 3.94 -5.31
O 1.49 6.06 -5.60
F 0.97 4.10 -6.81
N -6.27 -1.84 0.27
S -4.90 -2.36 1.06
O -4.42 -3.71 0.80
O -4.73 -1.91 2.45
F -3.89 -1.44 0.29
S -7.18 -2.44 1.28
O -7.58 -1.55 2.38
O -7.21 -3.91 1.38
F -8.46 -2.16 0.26
```

2S+1: 2
E_tot, hartree: -6327.949295
LUMO (alpha / beta), hartree: -0.19078 / -0.19210
Total charge: +2
HOMO energy (alpha / beta), eV: -8.5 / -13.2
<S²>: 0.753

---

# 3
Entry from the Open Molecules 2025 dataset: 5 unconnected molecules or ions with the total composition C21H56FN5O6S (ωB97M-V/def2-TZVPD).

XYZ file:
```
90
C21H56FN5O6S, DFT ωB97M-V/def2-TZVPD
C 6.20 -3.74 0.90
C 6.63 -2.33 0.42
C 7.20 -2.52 -1.04
C 5.51 -1.24 0.32
C 4.18 -1.48 1.16
N 3.05 -1.69 0.21
S 2.84 -3.27 -0.31
O 1.47 -3.34 -0.86
O 2.95 -4.26 0.78
F 3.81 -3.64 -1.59
H 7.14 -4.34 1.01
H 5.56 -4.30 0.20
H 5.78 -3.71 1.93
H 7.49 -1.94 1.00
H 7.42 -1.55 -1.53
H 6.41 -2.99 -1.67
H 8.07 -3.20 -1.06
H 5.96 -0.29 0.69
H 5.25 -1.04 -0.74
H 3.95 -0.53 1.67
H 4.25 -2.24 1.95
H 3.08 -1.03 -0.56
C -3.57 0.32 1.77
O -2.40 0.00 2.51
C -1.76 -1.20 2.12
C -0.84 -1.06 0.89
C -1.60 -0.97 -0.43
N 0.05 0.10 1.01
H -4.12 -0.57 1.47
H -3.30 0.92 0.89
H -4.21 0.93 2.40
H -1.14 -1.50 2.97
H -2.49 -2.01 1.98
H -0.22 -1.96 0.84
H -2.04 0.01 -0.59
H -0.92 -1.16 -1.27
H -2.39 -1.72 -0.48
H 0.63 -0.02 1.84
H -0.53 0.90 1.23
C 4.72 2.37 1.74
O 4.07 1.87 0.58
C 2.96 2.65 0.15
C 3.33 3.89 -0.68
C 3.87 5.05 0.16
N 4.29 3.57 -1.73
H 4.02 2.83 2.44
H 5.50 3.08 1.46
H 5.20 1.53 2.24
H 2.36 1.99 -0.48
H 2.32 2.91 1.01
H 2.41 4.25 -1.15
H 4.91 4.88 0.46
H 3.85 5.97 -0.42
H 3.27 5.20 1.06
H 3.88 2.88 -2.35
H 5.07 3.08 -1.30
C 0.36 -0.94 -4.41
O -0.03 0.42 -4.32
C -0.38 1.02 -5.56
C -1.82 0.71 -6.03
C -1.99 -0.69 -6.61
N -2.80 0.91 -4.95
H 0.90 -1.16 -5.34
H -0.51 -1.60 -4.32
H 1.02 -1.16 -3.57
H -0.31 2.09 -5.39
H 0.35 0.77 -6.33
H -2.05 1.42 -6.83
H -2.03 -1.46 -5.83
H -2.92 -0.75 -7.17
H -1.17 -0.94 -7.29
H -2.75 1.87 -4.64
H -2.47 0.38 -4.15
C -9.21 -0.74 3.05
O -9.23 0.54 3.65
C -8.45 0.67 4.82
C -6.95 0.89 4.57
C -6.20 -0.36 4.14
N -6.72 1.94 3.57
H -9.14 -1.54 3.80
H -8.38 -0.82 2.34
H -10.14 -0.87 2.49
H -8.84 1.55 5.34
H -8.62 -0.19 5.49
H -6.51 1.23 5.52
H -6.38 -0.62 3.10
H -5.12 -0.22 4.25
H -6.48 -1.22 4.76
H -7.13 2.81 3.90
H -7.28 1.71 2.75
```

Structure (SMILES): CC(C)CCNS(=O)(=O)F.COC[C@@H](C)N.COC[C@@H](C)N.COC[C@@H](C)N.COC[C@@H](C)N
2S+1: 1
E_tot, hartree: -2056.859487
LUMO, hartree: 0.01601
Total charge: 0
HOMO energy, eV: -9.1

---

# 4
Entry from the Open Molecules 2025 dataset: 7 unconnected molecules or ions with the total composition C21H56O7 (ωB97M-V/def2-TZVPD).

XYZ file:
```
84
C21H56O7, DFT ωB97M-V/def2-TZVPD
C 1.51 1.83 4.73
C 0.48 0.76 4.45
C -0.80 1.42 3.90
O 0.92 -0.36 3.74
H 1.20 2.73 5.25
H 2.12 2.14 3.88
H 2.22 1.50 5.49
H 0.17 0.33 5.40
H -1.57 0.68 3.68
H -0.62 1.76 2.88
H -1.05 2.28 4.53
H 1.68 -0.74 4.19
C -1.45 -0.51 0.68
C -0.07 -0.77 0.13
C 0.69 0.52 -0.36
O 0.76 -1.57 1.01
H -1.42 0.38 1.32
H -1.72 -1.39 1.27
H -2.14 -0.29 -0.13
H -0.19 -1.48 -0.69
H 1.13 0.85 0.58
H -0.02 1.26 -0.73
H 1.63 0.28 -0.88
H 0.69 -1.20 1.89
C -2.98 3.15 -1.13
C -2.75 4.60 -1.57
C -2.85 5.65 -0.55
O -1.42 4.75 -2.04
H -2.82 2.39 -1.89
H -3.89 2.94 -0.56
H -2.21 2.95 -0.39
H -3.33 4.91 -2.44
H -2.97 6.65 -0.97
H -2.05 5.63 0.18
H -3.79 5.60 -0.01
H -1.27 5.67 -2.27
C -3.98 0.39 -4.31
C -4.12 -0.61 -3.10
C -2.91 -1.57 -3.08
O -4.04 0.16 -1.99
H -3.08 1.01 -4.26
H -4.67 1.21 -4.12
H -4.21 -0.06 -5.28
H -5.05 -1.17 -2.98
H -1.89 -1.20 -3.21
H -2.99 -2.35 -3.83
H -3.02 -2.07 -2.12
H -4.50 -0.36 -1.33
C -0.78 -5.10 3.75
C -0.58 -3.62 3.41
C -1.70 -2.70 3.88
O 0.56 -3.20 4.09
H -0.82 -5.30 4.82
H 0.00 -5.80 3.45
H -1.62 -5.58 3.23
H -0.40 -3.56 2.34
H -2.64 -2.91 3.36
H -1.42 -1.69 3.60
H -1.96 -2.72 4.93
H 0.91 -2.39 3.73
C 0.91 -1.00 -5.67
C 2.31 -0.45 -5.21
C 2.18 0.24 -3.83
O 3.30 -1.37 -5.23
H 0.31 -0.13 -5.93
H 0.48 -1.65 -4.90
H 0.99 -1.69 -6.51
H 2.67 0.18 -6.02
H 1.50 1.08 -3.99
H 3.15 0.27 -3.35
H 1.58 -0.38 -3.17
H 3.07 -1.88 -4.45
C 3.80 0.00 1.07
C 5.21 -0.57 1.44
C 5.67 -1.48 0.23
O 6.17 0.43 1.59
H 3.79 0.36 0.05
H 3.33 0.75 1.70
H 2.97 -0.70 0.98
H 5.22 -1.13 2.38
H 6.58 -2.03 0.50
H 5.88 -0.88 -0.66
H 4.93 -2.21 -0.08
H 7.06 0.08 1.49
```

2S+1: 2
E_tot, hartree: -1360.219232
LUMO (alpha / beta), hartree: 0.09101 / 0.08899
Total charge: -1
HOMO energy (alpha / beta), eV: 0.8 / -7.2
<S²>: 0.750

---

# 5
Entry from the Open Molecules 2025 dataset: 7 unconnected molecules or ions with the total composition C21H56O7 (ωB97M-V/def2-TZVPD).

XYZ file:
```
84
C21H56O7, DFT ωB97M-V/def2-TZVPD
C 27.78 5.40 2.47
C 28.23 5.66 1.04
C 29.64 5.16 0.69
O 27.37 4.94 0.13
H 26.71 5.48 2.64
H 28.32 6.05 3.17
H 28.01 4.36 2.68
H 28.24 6.74 0.88
H 30.40 5.68 1.28
H 29.83 5.40 -0.36
H 29.80 4.10 0.85
H 26.59 5.53 0.01
C 23.37 6.83 5.80
C 24.40 7.88 5.38
C 25.39 7.35 4.35
O 23.64 8.92 4.76
H 23.80 6.11 6.49
H 23.01 6.34 4.89
H 22.53 7.34 6.26
H 24.93 8.22 6.28
H 24.86 6.83 3.55
H 26.18 6.73 4.78
H 25.95 8.14 3.84
H 24.21 9.49 4.24
C 30.99 4.48 -4.61
C 31.23 5.76 -3.84
C 31.71 6.91 -4.71
O 30.00 6.19 -3.23
H 31.89 4.12 -5.12
H 30.20 4.52 -5.36
H 30.77 3.66 -3.91
H 31.93 5.57 -3.02
H 31.99 7.75 -4.07
H 30.91 7.27 -5.36
H 32.62 6.60 -5.24
H 29.52 5.41 -2.94
C 31.40 5.31 4.61
C 32.16 6.64 4.48
C 31.39 7.77 5.14
O 33.42 6.47 5.14
H 31.24 5.14 5.67
H 32.09 4.54 4.26
H 30.46 5.29 4.06
H 32.36 6.89 3.44
H 31.33 7.55 6.22
H 30.35 7.81 4.80
H 31.86 8.74 5.00
H 33.30 6.65 6.08
C 26.45 7.61 -1.77
C 24.99 7.45 -1.35
C 24.12 6.96 -2.48
O 24.96 6.49 -0.27
H 26.52 8.19 -2.69
H 26.86 6.63 -2.00
H 27.10 8.10 -1.04
H 24.60 8.43 -1.03
H 23.06 7.03 -2.24
H 24.39 5.97 -2.84
H 24.32 7.57 -3.38
H 24.04 6.43 0.03
C 28.61 1.87 -1.28
C 27.99 2.63 -2.44
C 26.51 2.30 -2.57
O 28.21 4.02 -2.35
H 28.38 0.80 -1.33
H 28.23 2.27 -0.34
H 29.71 1.90 -1.28
H 28.46 2.25 -3.36
H 26.34 1.23 -2.68
H 26.10 2.85 -3.42
H 25.96 2.67 -1.70
H 28.08 4.29 -1.41
C 25.08 3.58 5.77
C 25.75 2.29 5.34
C 26.65 2.45 4.13
O 26.54 1.89 6.47
H 24.56 3.47 6.72
H 24.35 3.94 5.04
H 25.82 4.39 5.83
H 25.00 1.51 5.17
H 26.18 2.95 3.28
H 26.93 1.48 3.71
H 27.60 2.94 4.34
H 26.86 0.99 6.35
```

Structure (SMILES): CC(C)O.CC(C)O.CC(C)O.CC(C)O.CC(C)O.CC(C)O.CC(C)O
2S+1: 1
E_tot, hartree: -1360.369472
LUMO, hartree: 0.01377
Total charge: 0
HOMO energy, eV: -9.6